# 1
# C3H22NO7

8 unconnected molecules or ions with the total composition C3H22NO7 at a distorted geometry (ωB97M-V/def2-TZVPD, the OMol25 dataset).

Results
net charge = +1
orbital gap = 10.44 eV
E = -19284.165 eV

Element x y z (Å)
O (-0.1970, -1.7176, -2.1095)
O (-2.9665, -0.9306, -1.7676)
H (2.7164, -0.9434, 2.8620)
H (2.6028, -2.4265, 0.7404)
H (1.5848, 1.8571, -2.6100)
O (-3.0378, -0.9127, 1.9859)
O (-2.4023, 1.6218, -0.5784)
H (-0.1115, 2.2120, 2.1050)
H (-2.4187, 1.8856, -1.5036)
H (1.5242, 3.1881, -1.6049)
H (0.1160, 2.1446, -1.6485)
H (-0.1835, -1.0925, 1.3090)
O (3.0493, -2.4049, -0.1065)
O (-0.5010, -1.7618, 0.6974)
N (1.3253, 1.5912, 0.8015)
H (2.8812, 1.4184, -0.5376)
H (-1.4359, -1.9325, 0.8706)
H (3.0357, 0.2911, 3.4751)
H (-2.3122, -1.5582, -2.1226)
H (2.4839, -2.9262, -0.6849)
H (1.5213, 0.2186, -0.7161)
C (0.1637, 2.0090, 1.0798)
O (2.3345, -0.0578, 2.9086)
C (1.8008, 1.2658, -0.5575)
H (-3.4840, -1.5372, 2.5638)
H (0.0647, -2.6393, -2.1087)
C (1.1972, 2.1562, -1.6281)
H (-0.6333, 2.3170, 0.4149)
H (-3.5323, -0.8271, 1.1704)
H (1.9408, 1.2111, 1.5379)
H (-3.6116, -0.9969, -2.4842)
H (-2.8938, 0.7981, -0.4912)
H (-0.6212, -1.5204, -1.2625)



# 2
# CH3O3S2

2 unconnected molecules or ions with the total composition CH3O3S2 at a distorted geometry (ωB97M-V/def2-TZVPD, the OMol25 dataset).

Results
net charge = -1
orbital gap = 7.94 eV
E = -28898.295 eV

Element x y z (Å)
O (-0.6742, 0.0665, -0.3411)
C (2.5750, -0.5264, 0.7339)
O (-3.2439, -0.7033, -1.0750)
O (-2.7160, 1.4800, -0.1267)
H (2.8671, 0.5738, 0.8083)
S (1.6099, -0.6038, -0.5850)
H (-0.6383, 0.8633, -0.9776)
H (2.7647, -1.2030, 1.5533)
S (-2.5443, 0.0529, 0.0100)



# 3
# C47H65N2O34

11 unconnected molecules or ions with the total composition C47H65N2O34 at a distorted geometry (ωB97M-V/def2-TZVPD, the OMol25 dataset).

Results
net charge = -1
orbital gap = 7.31 eV
E = -122395.011 eV

Element x y z (Å)
H (6.7316, -3.0712, -4.3705)
C (4.7337, -1.2873, -0.4145)
C (-0.4635, 2.3911, -0.7328)
O (-8.9261, 2.8865, 1.0687)
O (-2.8730, 2.7698, 1.6345)
H (3.4433, -9.3897, 2.1571)
C (-0.1613, 3.5870, -0.0907)
O (-7.0019, 6.3022, 4.2698)
H (8.6532, -0.8791, 5.0323)
H (3.7667, -10.1493, -0.2416)
O (-7.5228, 4.1732, 3.9144)
C (2.3836, -1.0617, -1.3435)
H (6.9028, -1.2222, 2.7890)
H (-10.5488, 4.0658, 0.6264)
C (9.1913, -1.1830, 4.1348)
C (-12.2168, 9.3038, 5.6683)
H (8.1522, -3.5689, -3.4668)
C (-10.6634, 3.4541, 2.6829)
O (-10.0242, 1.5615, -0.3519)
H (5.4705, -0.8230, 0.2391)
O (7.3248, -3.5806, -8.0323)
H (-11.0450, 1.1397, 1.3873)
H (5.2608, -4.4845, 2.2260)
H (4.5324, -2.2927, -0.0519)
H (-11.6495, 6.5652, 6.0824)
O (-13.4383, 9.9610, 6.0408)
H (-3.2059, 2.5732, -3.4346)
C (4.8414, -4.0173, 4.2737)
H (5.4285, -6.3620, -4.3737)
H (0.0760, 5.6854, -0.4005)
H (-5.1901, 6.2918, 3.2360)
H (10.2516, -2.9216, -9.2010)
O (3.9321, -4.3866, -0.9227)
O (7.8008, -5.3648, -6.7518)
C (-8.7994, 2.0260, 0.0231)
O (5.8117, -4.0978, -2.1160)
H (-0.6480, 1.4746, 0.9823)
C (6.4422, -4.8343, -3.1869)
O (-2.7490, 0.7681, 0.6052)
O (2.2912, 2.2156, -2.1781)
C (4.5886, -10.0647, 0.4688)
H (1.7203, -1.7453, -0.8197)
C (9.3210, -3.4778, -9.1286)
C (-4.5700, 0.5830, -4.8894)
C (-11.7967, 6.8740, 5.0479)
H (-10.1843, 4.3641, 3.0383)
H (8.4332, -1.8480, -8.0255)
C (6.0681, -3.0134, 5.8959)
O (9.4156, -0.7462, 1.7404)
C (-0.1334, 4.7343, -0.8662)
C (8.1375, -4.5361, -7.5377)
H (-4.6055, 3.5888, -3.1522)
O (-15.4648, 9.1898, 6.6499)
H (-5.2076, 5.4156, 4.7836)
C (8.1366, -2.6202, -8.7396)
H (-10.8271, 7.1024, 4.6118)
C (2.5183, 1.1433, -1.7237)
C (-4.5105, 1.7948, -6.7891)
O (-13.9545, 7.8271, 5.6797)
H (-5.2276, -0.1460, -4.4240)
H (7.6616, -4.4903, -4.9124)
O (-7.7795, 1.7201, -0.4890)
O (1.6630, 0.1001, -1.7644)
H (-11.6207, 9.9484, 5.0278)
O (8.8228, -0.5093, -0.4217)
C (4.5805, -3.8639, 2.8000)
H (-6.0277, 2.1305, -4.5192)
O (6.1394, -3.4906, 4.6346)
H (8.9225, -2.2129, 3.8993)
H (0.0345, 3.6218, 0.9682)
H (-4.5551, 1.9696, -2.4590)
O (-4.7091, 0.5392, -6.3236)
H (8.0392, -1.3751, -10.4856)
N (-0.6959, 3.5402, -2.8462)
H (5.4971, -9.7879, -0.0668)
C (-4.9415, 2.0114, -4.5713)
H (9.1531, -4.0285, -10.0568)
H (-3.5342, 0.3553, -4.6307)
O (-4.3725, 2.0664, -7.9415)
O (9.3831, -4.4183, -8.0448)
O (4.3001, -5.5750, -2.8041)
C (7.3806, -0.2504, 2.6373)
H (-11.6540, 9.0726, 6.5752)
C (-3.1799, 2.1713, 0.6011)
C (3.9432, -3.2002, 5.1761)
C (4.6177, -4.6638, -1.8559)
H (9.2342, 0.7359, 3.1545)
O (-4.4926, 2.6824, -5.7786)
C (-10.9622, 1.9476, 0.6558)
C (5.3540, -7.5197, 2.8016)
H (10.2596, -1.1693, 4.3501)
C (-12.7191, 8.0617, 4.9686)
O (-9.0166, 5.5330, 4.8983)
H (4.8224, -5.0711, 4.5532)
C (-10.3223, 3.1878, 1.2389)
C (8.8520, -0.2739, 2.9817)
O (4.7844, -2.9717, 6.3188)
O (4.4140, -6.8265, 2.1126)
H (-11.7430, 3.5624, 2.8001)
H (3.6765, -2.2331, 4.7425)
C (-0.4089, 4.6918, -2.2139)
O (5.4013, -8.8057, 2.3852)
H (-10.3136, 2.6438, 3.3226)
H (4.7453, -2.8298, 2.4876)
H (6.8238, 0.5133, 3.1748)
O (7.0026, -2.6595, 6.5401)
C (4.2676, -9.0421, 1.5284)
H (-4.3791, 3.4802, 2.7998)
H (-5.1900, 2.9237, 4.2868)
C (8.5721, -0.4114, 0.7338)
C (-14.3939, 9.0083, 6.1701)
C (-1.7805, 0.4893, -0.2562)
H (4.7612, -11.0421, 0.9183)
H (-0.9626, 1.5135, -2.5680)
H (3.5598, -4.1518, 2.5545)
C (3.4649, -0.4781, -0.4640)
C (-5.7776, 5.6454, 3.8812)
N (-0.5488, 1.1612, 0.0196)
H (4.6071, -7.3972, 0.1411)
O (7.3935, 0.0389, 1.2315)
H (-12.9747, 8.2786, 3.9275)
H (6.9608, -2.7864, -10.5299)
H (3.0861, -0.2935, 0.5461)
H (7.0435, -5.6277, -2.7341)
H (3.0382, -3.7241, 5.4716)
H (4.8013, -4.7168, -4.6143)
O (-3.7696, 2.5267, -0.4003)
C (-7.9423, 5.3468, 4.4034)
H (5.1872, -1.3547, -1.4044)
H (2.7917, -1.5596, -2.2274)
O (-1.8847, -0.3027, -1.1369)
H (-12.2208, 6.0229, 4.5155)
O (6.0410, -7.0570, 3.6526)
C (3.9982, -7.6482, 1.0094)
H (6.5524, -1.4033, -9.5282)
C (-5.3449, 3.2344, 3.2501)
H (-0.4084, 5.5913, -2.8065)
C (7.3814, -2.0089, -9.8915)
C (7.3006, -3.9414, -4.0375)
C (-0.7157, 2.4518, -2.0908)
H (-6.5456, 4.6196, 2.1439)
H (2.9522, -7.4686, 0.7779)
C (5.2331, -5.4094, -3.8896)
C (-6.2801, 4.4061, 3.1813)
O (3.6733, 0.8030, -1.0914)
H (-11.9371, 2.1347, 0.2115)
C (-4.2906, 2.5615, -3.3322)
H (-5.7584, 2.3813, 2.7137)



# 4
# C8H14N2PSV

A molecular structure, C8H14N2PSV at a distorted geometry (ωB97M-V/def2-TZVPD, the OMol25 dataset).

Results
net charge = +1
⟨S²⟩ = 0.76
orbital gap (spin up / spin down) = 8.36 / 8.13 eV
E = -57304.633 eV
multiplicity = 2

Element x y z (Å)
C (-2.0025, -1.6775, -0.9679)
H (-1.2634, -4.4096, -3.0141)
C (-1.2679, -3.6443, -2.1998)
H (-2.6507, -2.1764, -3.0969)
H (0.3079, -4.4425, -0.9022)
C (1.4126, 3.5762, 1.2244)
H (-0.7321, -2.6885, 1.2109)
H (0.7917, -0.4453, 1.1740)
C (0.2082, 3.1792, 2.0957)
H (0.5520, 2.8028, 3.0589)
H (2.2363, -2.0410, 0.6871)
S (-0.3754, 0.8398, -1.1879)
N (-0.4332, 2.1534, 1.3053)
H (-2.7974, -0.9191, -0.6383)
P (1.7020, -0.8781, 0.0817)
H (2.7455, 0.1133, 0.2237)
N (1.2616, 2.7030, 0.0620)
H (1.3483, 4.6224, 0.8656)
H (-1.3503, 1.7430, 1.4580)
C (-0.4896, -3.6629, -0.9942)
H (2.3859, 3.3738, 1.7292)
V (-0.1508, -1.7007, -1.5374)
C (-2.0365, -2.4685, -2.2166)
C (-0.8549, -2.6322, 0.0593)
H (-0.5196, 4.0138, 2.2050)
C (0.1616, 1.9317, 0.1160)
H (1.8108, 2.7341, -0.8013)



# 5
# C4H12O3

3 unconnected molecules or ions with the total composition C4H12O3 at a distorted geometry (ωB97M-V/def2-TZVPD, the OMol25 dataset).

Results
net charge = 0
structure (SMILES) = CCCC=O.O.O
orbital gap = 9.96 eV
E = -10483.744 eV

Element x y z (Å)
O (2.4924, -0.0002, -0.6229)
H (1.1204, -0.1564, 0.6776)
C (-0.0997, -0.9228, -2.2153)
H (0.3829, 2.6141, 2.9517)
H (-0.6966, -1.7843, -2.5001)
C (0.6750, -1.5928, -0.9861)
H (-0.7434, -0.1669, 3.5137)
H (0.4148, 1.6391, 1.9962)
O (0.4622, 2.6060, 1.9831)
O (-0.7087, 0.7983, 3.5075)
H (1.1746, -2.5036, -1.3239)
H (0.7037, -0.7300, -2.9228)
H (-1.5500, 1.2129, 3.3112)
C (1.4780, -0.5603, -0.2942)
H (-0.1414, -1.9365, -0.3044)
H (-2.0571, -0.0184, -2.1227)
C (-1.0344, 0.1884, -1.8421)
H (-0.8139, 1.2099, -2.0883)
H (-1.0589, 0.1036, -0.7184)



# 6
# C15H34NO2P2PtSi

A molecular structure, C15H34NO2P2PtSi at a distorted geometry (ωB97M-V/def2-TZVPD, the OMol25 dataset).

Results
net charge = +3
⟨S²⟩ = 6.02
orbital gap (spin up / spin down) = 6.37 / 3.58 eV
E = -51363.384 eV
multiplicity = 5

Element x y z (Å)
H (0.6382, 2.7614, -5.1279)
H (3.5471, 0.4787, -1.9736)
H (1.5217, 2.5161, 4.2290)
H (0.9215, -1.5997, 3.0332)
C (3.4109, -0.6513, 1.0803)
C (2.6589, 0.7772, -1.4053)
H (2.5039, -2.9648, -0.6200)
H (3.1822, -1.5259, 1.7058)
Si (0.0420, 0.7311, 3.2920)
C (-0.7246, 1.7117, -3.8281)
C (-1.7539, 0.2590, 3.5585)
C (1.1122, -0.7534, 3.7075)
H (1.3898, 1.7169, 1.3601)
C (0.5249, 2.1883, -4.2141)
H (-3.1816, 1.1435, 1.4053)
H (0.4061, 1.8833, 5.4636)
C (2.5461, -2.0950, -1.2886)
N (0.2723, 0.8071, -1.9042)
C (0.4911, 2.1797, 4.4101)
H (-2.1234, -0.4573, 2.8129)
H (-2.1270, -2.6218, -3.8119)
H (3.5391, -2.0247, -1.7557)
H (-2.0056, -0.6840, -2.6746)
H (-1.1910, -2.6573, -2.7188)
H (4.4360, -0.7343, 0.6859)
H (1.7642, -2.1974, -2.0525)
H (-4.0550, 1.3381, -0.1572)
H (3.3131, 0.2619, 1.6820)
H (-2.5146, 2.1945, 0.1156)
C (-3.1623, -1.5825, -0.1874)
H (-2.4118, 1.1376, 3.5508)
C (-0.8429, 1.0120, -2.6320)
O (-0.2390, -3.1134, -1.0692)
C (1.6353, 1.9296, -3.4222)
H (-1.5915, 1.7817, -4.4878)
H (2.1855, -0.5230, 3.6766)
H (-0.1807, 3.0324, 4.2370)
H (2.6261, 2.2963, -3.6625)
P (2.2160, -0.6280, -0.2768)
C (-2.0931, 0.2939, -2.2152)
P (-2.1480, -0.0969, -0.4102)
H (0.8732, -1.0859, 4.7289)
H (-3.0116, 0.7342, -2.6268)
H (-0.3183, 2.1634, 1.2131)
H (-0.2947, -3.9961, -0.7145)
H (2.9283, 1.5989, -0.7300)
O (-1.3075, -2.2364, -3.5566)
H (-4.1280, -1.5214, -0.7163)
C (1.5159, 1.1723, -2.2824)
H (-0.2709, -2.6254, -0.2327)
Pt (0.0358, 0.0470, 0.0570)
C (0.3645, 1.3619, 1.5486)
C (-3.0628, 1.2645, 0.3162)
H (-2.6314, -2.4765, -0.5477)
H (-3.3692, -1.7081, 0.8863)
H (-1.8616, -0.2136, 4.5462)